Record 1
The following is a quantum chemistry calculation of a cluster of 5 separate species, C20H19Cl4N3O6 in total in a non-equilibrium geometry, from the OMol25 dataset.

Its SMILES is O=[N+]([O-])c1ccccc1.O=[N+]([O-])c1ccccc1.O=[N+]([O-])c1ccccc1.ClCCl.ClCCl. As for the frontier orbital gap: 0.3455 Eh.

Geometry (Å):
Cl  -17.816  0.705  -2.018
Cl  -18.383  -2.832  0.241
Cl  -19.573  -1.183  -3.563
Cl  -15.539  -2.130  0.720
O  -14.338  -3.460  4.925
O  -19.514  -2.227  4.246
O  -18.898  -4.233  3.808
O  -16.379  -3.363  4.292
O  -20.233  3.070  -0.415
O  -21.372  1.454  0.410
N  -15.261  -3.815  4.225
N  -20.439  2.245  0.459
N  -19.437  -3.423  4.539
C  -21.172  -3.444  7.809
C  -15.134  -5.025  3.336
C  -19.281  -4.953  6.354
C  -18.771  3.375  1.898
C  -18.011  3.453  3.094
C  -14.980  -7.304  1.900
C  -19.524  2.266  1.647
C  -18.098  2.364  3.996
C  -19.936  -3.866  5.846
C  -19.619  1.185  2.538
C  -14.072  -7.084  2.893
C  -16.084  -5.202  2.324
C  -20.854  -3.098  6.513
C  -14.044  -5.877  3.533
C  -17.237  -1.852  1.218
C  -20.561  -4.560  8.398
C  -19.651  -5.327  7.653
C  -15.938  -6.305  1.542
C  -19.411  -0.101  -2.148
C  -18.790  1.222  3.672
H  -16.681  -6.486  0.717
H  -13.340  -7.876  3.191
H  -20.253  0.314  2.338
H  -20.834  -4.824  9.381
H  -17.417  -0.811  1.096
H  -13.303  -5.572  4.304
H  -17.334  -2.256  2.209
H  -18.831  0.408  4.371
H  -21.335  -2.267  6.049
H  -17.395  4.330  3.348
H  -16.880  -4.538  2.163
H  -17.587  2.377  4.963
H  -20.103  0.725  -2.287
H  -15.020  -8.181  1.296
H  -18.741  4.123  1.099
H  -19.565  -0.700  -1.251
H  -19.086  -6.085  8.173
H  -21.851  -2.781  8.349
H  -18.456  -5.403  5.840

---

Record 2
The following is a quantum chemistry calculation of a cluster of 3 separate species, C20H19ClN2O10S in total in a non-equilibrium geometry, from the OMol25 dataset.

Its SMILES is O=C1OC(=O)C(CCCCS(=O)(=O)Cl)=C1O.O=[N+]([O-])c1ccccc1.O=[N+]([O-])c1ccccc1. As for the frontier orbital gap: 0.3239 Eh.

Geometry (Å):
Cl  -1.274  -1.546  -2.598
S  0.062  -0.185  -1.920
O  -0.244  1.073  -2.526
O  -1.478  7.607  -3.956
O  1.375  -0.692  -2.188
O  -3.034  7.747  -5.428
O  -0.890  -5.759  1.632
O  -2.091  -4.632  -2.466
O  0.813  -4.040  -2.224
O  0.646  -2.133  3.655
O  -2.000  -5.086  -0.257
O  2.744  -2.548  3.792
N  1.745  -1.964  4.147
N  -2.206  7.126  -4.798
C  1.164  -3.528  0.870
C  -2.877  5.114  -6.041
C  0.130  -4.229  0.081
C  0.862  0.619  6.678
C  2.107  0.880  7.235
C  3.230  0.197  6.788
C  3.114  -0.744  5.780
C  -1.059  3.585  -4.591
C  1.123  -1.998  0.674
C  -0.241  -1.331  0.602
C  1.868  -0.984  5.231
C  -2.764  3.755  -6.282
C  -2.076  5.687  -5.071
C  -0.218  -0.012  -0.170
C  -1.860  2.991  -5.556
C  -0.008  -4.377  -1.236
C  0.737  -0.319  5.668
C  -0.967  -5.027  0.674
C  -1.164  4.944  -4.345
C  -1.416  -4.809  -1.483
H  1.732  -1.749  -0.186
H  0.493  0.704  0.221
H  -0.601  -1.086  1.593
H  3.985  -1.278  5.429
H  -1.199  0.445  -0.109
H  -0.544  5.411  -3.595
H  2.150  -3.853  0.554
H  -3.385  3.290  -7.036
H  -0.229  -0.523  5.231
H  1.428  -3.352  -1.954
H  2.202  1.617  8.020
H  1.630  -1.530  1.506
H  -0.358  2.987  -4.028
H  -0.012  1.149  7.030
H  4.198  0.400  7.224
H  -1.042  -1.911  0.150
H  -3.580  5.711  -6.601
H  -1.779  1.928  -5.741
H  1.061  -3.740  1.919

---

Record 3
The following is a quantum chemistry calculation of a structure of composition C20H19ClN2O4PdS, from the OMol25 dataset.

The net charge is -2. The value obtained for the energy above the lowest of the compared OMol25 structures with the same formula, charge and spin is 0.0 kJ/mol. As for the frontier orbital gap: 0.1736 Eh.

Geometry (Å):
Pd  -0.289  0.377  0.054
Cl  6.630  3.052  -1.774
S  0.955  -0.592  1.729
O  0.754  0.816  -2.156
O  0.212  -1.161  2.910
O  0.998  2.984  -0.098
O  -1.727  -1.781  -0.697
N  -2.544  0.933  0.724
N  -4.234  1.496  -0.566
C  -3.522  0.461  -0.024
C  4.938  3.005  -1.293
C  2.107  -2.983  1.373
C  1.961  0.973  -2.098
C  3.154  3.914  0.029
C  -3.666  2.677  -0.140
C  -2.621  2.302  0.648
C  -5.818  -2.457  -0.538
C  -5.290  -1.209  -0.240
C  4.459  3.941  -0.360
C  -3.567  -3.225  -0.959
C  -4.917  -3.464  -0.903
C  -3.928  -0.925  -0.283
C  2.727  2.023  -1.456
C  1.196  -2.030  0.627
C  2.174  2.965  -0.494
C  -2.968  -1.951  -0.637
C  2.723  -0.815  2.333
C  4.086  2.065  -1.806
C  3.301  -2.111  1.770
H  2.619  0.228  -2.612
H  1.592  -3.357  2.261
H  -2.873  -4.007  -1.248
H  -1.887  2.921  1.136
H  -6.883  -2.646  -0.469
H  5.141  4.678  0.054
H  3.900  -1.900  0.880
H  -4.022  3.641  -0.459
H  3.956  -2.604  2.496
H  2.777  4.620  0.760
H  2.402  -3.838  0.758
H  -5.288  -4.458  -1.146
H  2.573  -0.872  3.410
H  -5.967  -0.416  0.071
H  1.679  -1.668  -0.285
H  4.462  1.328  -2.509
H  3.305  0.075  2.094
H  0.194  -2.378  0.376
H  -4.965  1.376  -1.243

---

Record 4
The following is a quantum chemistry calculation of a structure of composition C20H19F5N6STl in a non-equilibrium geometry, from the OMol25 dataset.

The net charge is +1. The value obtained for the energy above the lowest of the compared OMol25 structures with the same formula, charge and spin is 75.0 kJ/mol. As for the frontier orbital gap (spin up / spin down): 0.1961 / 0.1944 Eh.

Geometry (Å):
Tl  2.079  -1.640  0.621
S  2.049  2.908  -1.879
F  0.548  -0.755  3.720
F  1.033  -3.487  3.225
F  3.101  -3.140  3.924
F  1.422  -2.806  5.282
F  2.711  -0.545  4.081
N  -1.825  -6.998  -0.681
N  1.078  0.689  -0.788
N  -0.796  -5.233  -2.012
N  -0.394  -3.807  -0.388
N  -1.021  -4.807  0.107
N  -1.271  -5.684  -0.885
C  -3.250  2.711  1.892
C  -0.517  3.862  -1.758
C  3.477  0.563  -1.315
C  1.818  -2.680  4.010
C  -2.155  2.596  -0.401
C  -1.238  1.551  -0.267
C  4.977  -1.077  -0.412
C  -4.327  1.264  0.078
C  1.777  -1.269  3.427
C  3.740  -0.553  -0.517
C  -1.797  3.710  -1.206
C  5.843  0.553  -1.999
C  0.061  1.657  -0.805
C  -3.538  2.562  0.370
C  0.397  2.847  -1.503
C  -4.316  3.767  -0.137
C  2.172  1.222  -1.302
C  -0.217  -4.073  -1.697
C  6.028  -0.556  -1.166
C  4.565  1.095  -2.092
H  6.659  0.931  -2.592
H  -2.714  1.814  2.201
H  -4.386  1.144  -1.017
H  -2.607  3.539  2.016
H  4.270  1.903  -2.777
H  -3.797  0.390  0.476
H  -5.257  3.809  0.446
H  0.248  -3.414  -2.337
H  5.198  -1.888  0.258
H  -4.125  2.813  2.547
H  6.991  -0.985  -1.147
H  -2.199  -7.229  -1.631
H  -0.278  4.736  -2.338
H  -3.775  4.693  0.034
H  -1.485  0.692  0.295
H  -2.566  -6.870  0.061
H  -4.583  3.679  -1.170
H  -2.482  4.523  -1.334
H  -5.325  1.273  0.482

---

Record 5
The following is a quantum chemistry calculation of the molecule C20H19F6N3O, from the OMol25 dataset.

Its SMILES is NC1=NC[C@H](Cc2ccc(O)cc2)N1CCc1cc(C(F)(F)F)cc(C(F)(F)F)c1. The value obtained for the energy above the lowest of the compared OMol25 structures with the same formula, charge and spin is 4.2 kJ/mol. As for the frontier orbital gap: 0.3115 Eh.

Geometry (Å):
F  0.638  3.628  -5.099
F  4.206  1.096  -1.579
F  2.178  2.452  -6.034
F  0.107  1.973  -6.363
F  4.169  -0.852  -2.486
F  3.251  -0.545  -0.567
O  -1.118  -3.491  6.511
N  0.192  2.268  1.426
N  -0.203  2.977  -0.761
N  -0.988  0.883  0.087
C  0.940  -0.146  -1.987
C  -1.989  0.700  -0.923
C  -1.938  -2.226  3.212
C  -1.080  0.236  1.389
C  -2.072  -2.774  4.471
C  -1.549  -0.287  -2.035
C  -0.949  -2.949  5.275
C  0.419  -2.026  3.529
C  -0.201  1.162  2.269
C  3.434  0.017  -1.768
C  0.298  -2.574  4.793
C  -0.293  2.071  0.265
C  -0.694  -1.841  2.723
C  -0.574  -1.214  1.363
C  0.992  1.466  -4.229
C  2.141  0.358  -2.459
C  0.987  2.369  -5.432
C  -0.220  0.982  -3.752
C  -0.256  0.169  -2.626
C  2.184  1.169  -3.585
H  3.123  1.556  -3.951
H  -2.331  -0.323  -2.793
H  -3.035  -3.074  4.852
H  -1.135  1.239  -4.265
H  -2.216  1.669  -1.379
H  0.928  -0.779  -1.115
H  -0.082  2.596  -1.687
H  -0.266  -3.554  6.959
H  -1.428  -1.280  -1.604
H  1.177  -2.712  5.410
H  -2.816  -2.101  2.595
H  -0.736  1.539  3.145
H  -1.168  -1.786  0.645
H  0.437  3.726  -0.544
H  0.696  0.647  2.622
H  -2.906  0.314  -0.463
H  1.398  -1.746  3.168
H  -2.124  0.237  1.735
H  0.470  -1.220  1.044

---

Copy entry 4 word for word.
The following is a quantum chemistry calculation of a structure of composition C20H19F5N6STl in a non-equilibrium geometry, from the OMol25 dataset.

The net charge is +1. The value obtained for the energy above the lowest of the compared OMol25 structures with the same formula, charge and spin is 75.0 kJ/mol. As for the frontier orbital gap (spin up / spin down): 0.1961 / 0.1944 Eh.

Geometry (Å):
Tl  2.079  -1.640  0.621
S  2.049  2.908  -1.879
F  0.548  -0.755  3.720
F  1.033  -3.487  3.225
F  3.101  -3.140  3.924
F  1.422  -2.806  5.282
F  2.711  -0.545  4.081
N  -1.825  -6.998  -0.681
N  1.078  0.689  -0.788
N  -0.796  -5.233  -2.012
N  -0.394  -3.807  -0.388
N  -1.021  -4.807  0.107
N  -1.271  -5.684  -0.885
C  -3.250  2.711  1.892
C  -0.517  3.862  -1.758
C  3.477  0.563  -1.315
C  1.818  -2.680  4.010
C  -2.155  2.596  -0.401
C  -1.238  1.551  -0.267
C  4.977  -1.077  -0.412
C  -4.327  1.264  0.078
C  1.777  -1.269  3.427
C  3.740  -0.553  -0.517
C  -1.797  3.710  -1.206
C  5.843  0.553  -1.999
C  0.061  1.657  -0.805
C  -3.538  2.562  0.370
C  0.397  2.847  -1.503
C  -4.316  3.767  -0.137
C  2.172  1.222  -1.302
C  -0.217  -4.073  -1.697
C  6.028  -0.556  -1.166
C  4.565  1.095  -2.092
H  6.659  0.931  -2.592
H  -2.714  1.814  2.201
H  -4.386  1.144  -1.017
H  -2.607  3.539  2.016
H  4.270  1.903  -2.777
H  -3.797  0.390  0.476
H  -5.257  3.809  0.446
H  0.248  -3.414  -2.337
H  5.198  -1.888  0.258
H  -4.125  2.813  2.547
H  6.991  -0.985  -1.147
H  -2.199  -7.229  -1.631
H  -0.278  4.736  -2.338
H  -3.775  4.693  0.034
H  -1.485  0.692  0.295
H  -2.566  -6.870  0.061
H  -4.583  3.679  -1.170
H  -2.482  4.523  -1.334
H  -5.325  1.273  0.482